No. 1
18
Properties=species:S:1:pos:R:3 method="wB97M-V/def2-TZVPD" smiles="C=C1CO[C@H]2C[C@]12C" lumo_ev=0.975 relative_energy_ev=6.693 total_charge=0
C 1.052 -0.860 1.342
C 0.466 -0.676 -0.040
C 1.672 -0.303 -1.006
C 0.648 0.719 -0.684
C -1.118 1.131 0.351
C -0.990 -0.425 -0.005
C -2.055 -1.140 -0.420
H 0.251 -0.841 2.050
H 1.673 -0.073 1.401
H 1.758 -1.753 1.433
H 2.776 -0.332 -0.736
H 1.582 -0.593 -1.971
H -0.083 0.638 -1.489
H -1.656 1.827 -0.417
H -1.433 1.425 1.426
H -1.638 -2.146 -0.817
H -3.022 -0.929 -0.248
O 0.219 1.513 0.267

=====

No. 2
19
Properties=species:S:1:pos:R:3 method="wB97M-V/def2-TZVPD" lumo_ev=4.354 relative_energy_ev=0.674 total_charge=-1
C 1.250 1.932 -0.931
C 1.057 1.813 0.421
N 0.852 0.674 1.152
C 0.258 0.795 2.469
H 1.216 1.065 -1.609
H 1.423 2.920 -1.381
H 1.106 2.714 1.045
H 0.385 -0.254 0.639
H 0.050 -0.214 2.833
H 0.962 1.282 3.143
H -0.700 1.361 2.465
C -0.256 -1.704 -1.022
O -0.289 -1.372 0.327
C -1.693 -1.836 -1.584
H 0.277 -2.624 -1.207
H 0.241 -0.936 -1.647
H -1.676 -2.132 -2.659
H -2.239 -0.891 -1.437
H -2.222 -2.592 -1.017

=====

No. 3
50
Properties=species:S:1:pos:R:3 method="wB97M-V/def2-TZVPD" smiles="O=C(OCCN1CC=CSCC1)C(Oc1ccc(Cl)cc1)Oc1ccc(Cl)cc1" lumo_ev=0.576 total_charge=0
O 3.052 -1.101 0.881
Cl -4.372 3.251 -0.644
Cl 1.266 -3.727 -6.405
O 1.140 1.147 -0.414
O 2.417 -0.369 -1.695
O 0.845 -1.421 1.520
S 0.075 4.313 4.014
C 1.851 -0.950 0.670
C 0.022 3.213 5.404
C -0.230 1.851 5.247
C -2.453 1.503 0.286
C -1.786 3.079 -1.409
C 0.635 -1.732 -4.655
C 2.647 -2.989 -4.216
C -1.182 0.944 0.333
C -0.480 2.547 -1.346
C 0.927 -0.888 -3.572
C 2.944 -2.164 -3.116
C -2.761 2.550 -0.585
C 1.507 -2.796 -4.957
C -0.170 1.489 -0.471
C 2.076 -1.121 -2.795
N 0.789 0.999 3.235
C 1.398 -0.265 -0.631
C -0.479 1.164 3.957
C 1.160 -1.513 2.916
C 0.750 3.449 2.514
C 1.571 -0.177 3.629
C 1.578 2.220 2.932
H 0.173 3.563 6.427
H -0.202 1.260 6.132
H -3.238 1.147 0.937
H -2.039 3.926 -2.047
H -0.219 -1.497 -5.281
H 3.376 -3.743 -4.474
H -0.970 0.147 1.037
H 0.271 2.974 -1.972
H 0.312 -0.023 -3.366
H 3.844 -2.292 -2.504
H 0.470 -0.730 -0.952
H -1.038 0.222 4.114
H -1.136 1.766 3.346
H 1.941 -2.293 3.047
H 0.294 -1.912 3.382
H 1.407 4.194 2.036
H -0.043 3.129 1.836
H 2.645 0.028 3.458
H 1.460 -0.345 4.714
H 2.132 2.470 3.827
H 2.284 1.962 2.138

=====

No. 4
9
Properties=species:S:1:pos:R:3 method="wB97M-V/def2-TZVPD" smiles=OC(O)OS lumo_ev=-0.974 relative_energy_ev=2.663 total_charge=0
C -0.354 0.056 0.243
O -0.977 1.286 0.078
O -1.205 -1.020 0.024
O 0.756 -0.116 -0.652
S 2.574 0.101 0.122
H 0.114 -0.131 1.302
H -1.213 1.204 -0.890
H -2.103 -0.848 0.101
H 3.173 -0.360 -0.987